C32H77N4O5PS2Si8W as an isolated structure at a distorted geometry, computed with the ωB97M-V functional and the def2-TZVPD basis.

- Multiplicity: 3
- ΔE to the lowest compared entry with this formula, charge and spin: 2.479 eV
- <S²>: 2.03
- Electronic energy: -146439.86128 eV
- Charge: 0
- HOMO-LUMO gap (alpha / beta): 0.2340 / 0.2461 Ha

Atoms and positions in Å:
W1 0.212 -0.213 -0.168
O1 2.063 -0.308 0.838
N1 2.643 0.678 1.487
C1 3.941 0.571 1.846
C2 4.586 1.607 2.466
C3 3.884 2.777 2.773
C4 2.545 2.854 2.444
C5 1.922 1.806 1.769
S1 0.304 1.879 1.231
H1 4.409 -0.369 1.602
H2 5.621 1.501 2.737
H3 4.383 3.595 3.267
H4 1.949 3.718 2.694
C6 -2.968 1.639 2.512
Si1 -1.806 0.517 3.538
C7 -2.890 -0.275 4.911
C8 -0.715 1.682 4.623
Si2 -0.690 -1.129 2.093
Si3 1.123 -1.799 3.610
C9 2.131 -0.441 4.540
C10 2.542 -2.907 2.931
C11 0.423 -2.823 5.070
Si4 -2.306 -2.946 2.001
C12 -2.645 -3.778 3.695
C13 -1.732 -4.417 0.905
C14 -4.074 -2.474 1.433
H5 -3.018 2.653 2.900
H6 -3.976 1.240 2.510
H7 -2.630 1.691 1.481
H8 -3.311 0.485 5.564
H9 -2.307 -0.943 5.537
H10 -3.715 -0.844 4.499
H11 -1.277 2.550 4.958
H12 0.156 2.048 4.092
H13 -0.376 1.160 5.513
H14 2.896 0.007 3.916
H15 2.641 -0.865 5.403
H16 1.501 0.360 4.903
H17 2.829 -2.606 1.931
H18 2.222 -3.941 2.889
H19 3.427 -2.866 3.562
H20 -0.448 -2.346 5.501
H21 1.152 -2.948 5.865
H22 0.124 -3.814 4.751
H23 -1.800 -4.359 4.044
H24 -3.495 -4.453 3.641
H25 -2.869 -3.044 4.458
H26 -0.968 -4.993 1.416
H27 -1.311 -4.066 -0.029
H28 -2.545 -5.098 0.664
H29 -4.504 -1.748 2.117
H30 -4.746 -3.329 1.401
H31 -4.058 -2.024 0.449
C15 -1.679 -2.245 -2.117
C16 -1.434 -1.188 -1.034
O2 -2.453 -0.775 -0.430
H32 -0.883 -2.983 -2.186
H33 -1.768 -1.737 -3.078
H34 -2.619 -2.759 -1.917
C17 3.235 -5.850 0.605
C18 1.798 -5.343 0.482
C19 1.701 -4.096 -0.311
N2 1.167 -2.986 0.036
N3 1.086 -2.065 -0.925
C20 1.563 -2.496 -2.084
N4 1.558 -1.760 -3.250
S2 2.231 -4.104 -2.009
H35 3.249 -6.805 1.123
H36 3.844 -5.143 1.162
H37 3.685 -5.987 -0.376
H38 1.365 -5.156 1.464
H39 1.188 -6.105 -0.014
H40 0.781 -1.106 -3.304
H41 1.632 -2.332 -4.081
C21 3.564 0.400 -4.315
O3 3.558 0.912 -3.009
P1 2.640 0.384 -1.730
O4 3.867 -0.420 -0.961
C22 4.729 -1.334 -1.599
O5 2.691 1.770 -0.915
C23 3.808 2.652 -0.987
H42 4.247 1.033 -4.886
H43 2.570 0.456 -4.759
H44 3.922 -0.631 -4.346
H45 4.213 -1.940 -2.347
H46 5.119 -1.990 -0.817
H47 5.560 -0.811 -2.081
H48 3.820 3.148 -1.956
H49 4.745 2.112 -0.849
H50 3.681 3.388 -0.193
C24 -1.901 2.638 -5.120
Si5 -0.601 1.734 -4.040
C25 -0.354 0.156 -5.152
C26 1.001 2.760 -4.293
Si6 -1.154 1.552 -1.602
Si7 -0.927 3.982 -1.120
C27 -1.511 5.205 -2.486
C28 0.864 4.600 -0.800
C29 -1.951 4.513 0.414
Si8 -3.652 1.253 -1.700
C30 -4.878 0.939 -0.257
C31 -4.382 2.888 -2.405
C32 -4.113 -0.017 -3.069
H51 -1.536 2.811 -6.130
H52 -2.164 3.602 -4.707
H53 -2.815 2.060 -5.204
H54 -0.575 0.382 -6.192
H55 -1.030 -0.646 -4.867
H56 0.658 -0.238 -5.133
H57 1.458 2.615 -5.267
H58 1.740 2.518 -3.538
H59 0.784 3.817 -4.198
H60 -0.881 5.159 -3.368
H61 -1.482 6.230 -2.126
H62 -2.529 5.005 -2.796
H63 1.489 4.444 -1.673
H64 1.318 4.070 0.028
H65 0.891 5.662 -0.565
H66 -2.976 4.165 0.332
H67 -1.982 5.594 0.521
H68 -1.538 4.099 1.328
H69 -5.027 1.839 0.332
H70 -4.536 0.157 0.405
H71 -5.849 0.643 -0.647
H72 -4.219 3.724 -1.736
H73 -5.456 2.795 -2.543
H74 -3.960 3.148 -3.367
H75 -4.167 -1.021 -2.668
H76 -3.394 -0.015 -3.881
H77 -5.082 0.212 -3.500

Atomic forces in eV per Å
1.143 1.084 0.393
0.248 -0.364 0.170
0.020 1.062 0.792
-0.048 -0.204 -0.284
-0.083 0.181 0.091
-0.442 -0.298 -0.167
0.653 0.123 0.304
-0.365 -0.755 -0.303
-0.193 -0.265 -0.265
-0.080 -0.027 -0.055
0.156 -0.098 -0.011
-0.006 0.087 0.073
-0.037 0.065 -0.070
0.471 -0.429 0.167
-0.349 0.397 0.424
0.322 -0.010 -0.569
0.021 -0.471 -0.491
-0.339 -0.124 0.778
0.474 -0.328 0.667
-0.491 -0.058 -0.497
-0.451 0.313 -0.089
0.025 0.272 -0.500
-0.544 -0.677 0.273
0.336 0.319 -0.346
-0.054 0.599 0.145
0.632 0.128 -0.002
0.092 0.139 0.157
-0.196 -0.164 -0.027
-0.016 0.036 -0.229
-0.016 0.286 0.018
0.141 -0.164 0.123
-0.234 -0.189 -0.120
-0.316 0.074 -0.060
0.208 0.090 -0.059
0.054 -0.128 0.140
0.085 0.067 -0.050
-0.026 -0.307 0.048
-0.131 0.217 0.094
0.097 0.090 -0.244
-0.076 -0.257 0.006
0.037 0.107 0.277
-0.273 0.104 0.131
0.286 0.082 0.068
-0.104 -0.226 -0.110
0.217 -0.117 0.062
-0.220 -0.097 -0.227
-0.048 0.204 0.226
0.214 -0.083 0.173
0.115 0.049 -0.291
-0.274 -0.022 0.064
-0.081 0.181 0.167
0.091 -0.284 0.147
-0.031 0.085 -0.171
0.103 0.158 0.390
-2.020 0.209 0.579
0.404 -0.968 -0.863
0.027 -0.033 -0.021
0.005 0.077 -0.073
-0.025 0.052 0.016
-0.150 0.064 0.053
0.180 -0.215 0.198
-0.008 0.051 -0.637
0.169 -1.313 1.172
0.623 -0.233 -1.726
-0.132 0.110 -0.023
-0.204 -0.669 0.472
-0.643 0.857 0.550
0.046 -0.073 0.029
0.070 0.081 0.072
0.080 -0.079 -0.094
-0.030 0.012 -0.105
-0.060 0.071 0.081
0.119 0.072 0.015
-0.040 0.115 -0.021
-0.009 -0.047 -0.388
-0.481 -0.222 0.626
1.625 1.231 0.053
-0.596 0.192 -0.183
0.226 0.013 -0.107
-0.072 -0.244 -0.419
0.211 0.281 0.037
-0.100 -0.098 -0.042
0.043 -0.009 -0.115
0.008 0.006 -0.041
0.055 -0.034 0.005
0.018 -0.035 -0.146
-0.034 -0.045 -0.008
0.024 0.056 0.059
0.000 -0.030 0.031
-0.004 -0.072 -0.078
0.142 -0.167 0.597
-0.036 0.248 -0.630
-0.049 0.130 0.723
-0.391 -0.348 0.348
-0.819 0.774 -0.753
0.209 0.672 0.228
0.043 -0.676 0.186
-0.371 -0.372 -0.051
0.266 -0.416 -0.435
-0.514 0.360 -0.604
0.786 0.031 -0.139
0.418 -0.380 0.172
0.325 0.259 0.460
0.293 -0.100 -0.110
-0.096 0.275 0.140
-0.238 -0.166 0.015
-0.038 0.267 -0.093
-0.152 -0.221 0.043
0.178 -0.048 -0.024
-0.040 -0.140 -0.265
0.242 0.003 0.171
-0.121 0.277 0.087
0.153 -0.047 -0.221
0.101 0.090 0.278
-0.277 -0.051 -0.113
0.143 -0.058 -0.254
0.106 -0.115 0.133
-0.219 0.208 -0.021
-0.256 -0.100 0.011
0.106 0.201 -0.151
0.063 -0.112 0.168
0.020 0.228 0.086
0.056 -0.154 0.161
-0.083 -0.006 -0.327
0.066 0.248 0.216
-0.238 -0.185 0.044
0.164 0.089 -0.280
0.029 -0.270 0.130
0.210 -0.006 -0.231
-0.224 0.198 0.016

=====

C34H38Cl2N3OPdS2Te as an isolated structure, computed with the ωB97M-V functional and the def2-TZVPD basis.

- Multiplicity: 4
- ΔE to the lowest compared entry with this formula, charge and spin: 0.000 eV
- <S²>: 3.77
- Electronic energy: -99880.55171 eV
- Charge: 0
- HOMO-LUMO gap (alpha / beta): 0.2789 / 0.2203 Ha

Atoms and positions in Å:
Pd1 1.117 0.104 -0.037
Cl1 2.999 -2.013 -0.342
C1 3.000 -2.401 1.367
C2 4.168 -2.955 1.867
C3 4.262 -3.270 3.207
C4 3.180 -3.025 4.040
C5 2.023 -2.474 3.523
Cl2 0.715 -2.180 4.623
C6 1.872 -2.143 2.160
S1 0.353 -1.487 1.581
H1 5.001 -3.124 1.199
H2 5.174 -3.696 3.601
H3 3.220 -3.253 5.096
C7 -1.369 2.461 7.250
C8 -0.959 2.532 5.804
C9 0.160 1.857 5.343
C10 0.543 1.911 4.008
C11 1.813 1.231 3.579
C12 -0.247 2.644 3.113
Te1 0.387 2.664 1.074
N1 2.349 1.314 -1.201
C13 1.760 1.810 -2.301
O1 1.173 2.894 -2.327
C14 1.844 0.952 -3.544
C15 0.983 1.214 -4.601
C16 1.014 0.418 -5.736
C17 1.909 -0.642 -5.818
C18 2.774 -0.904 -4.766
C19 2.742 -0.108 -3.628
C20 -1.451 2.746 0.042
C21 -1.506 3.630 -1.028
C22 -2.664 3.737 -1.784
C23 -3.768 2.963 -1.456
C24 -3.698 2.077 -0.391
C25 -2.543 1.942 0.372
C26 -2.524 0.952 1.503
C27 -1.331 3.401 3.565
C28 -2.117 4.331 2.680
C29 -1.673 3.316 4.909
H4 -0.754 1.749 7.798
H5 -2.412 2.155 7.344
H6 -1.269 3.437 7.730
H7 0.758 1.277 6.036
H8 2.328 0.802 4.438
H9 2.493 1.947 3.107
H10 1.606 0.427 2.873
H11 0.295 2.045 -4.508
H12 0.348 0.627 -6.563
H13 1.940 -1.256 -6.710
H14 3.483 -1.719 -4.833
H15 3.428 -0.286 -2.808
H16 -0.633 4.209 -1.293
H17 -2.695 4.420 -2.621
H18 -4.680 3.040 -2.033
H19 -4.554 1.458 -0.150
H20 -3.300 0.202 1.360
H21 -2.699 1.443 2.463
H22 -1.564 0.440 1.575
H23 -1.475 4.819 1.945
H24 -2.590 5.101 3.288
H25 -2.902 3.811 2.127
H26 -2.517 3.895 5.269
C30 0.793 -4.828 -2.058
C31 -0.471 -4.024 -1.794
N2 -0.193 -2.601 -1.626
C32 -0.768 -1.584 -2.247
S2 -0.859 -0.027 -1.556
N3 -1.355 -1.733 -3.462
C33 -0.862 -2.575 -4.553
C34 -1.975 -3.379 -5.205
H27 0.559 -5.889 -2.126
H28 1.507 -4.682 -1.246
H29 1.273 -4.513 -2.985
H30 -0.938 -4.368 -0.866
H31 -1.207 -4.155 -2.583
H32 0.177 -2.367 -0.704
H33 -1.759 -0.865 -3.782
H34 -0.075 -3.220 -4.174
H35 -0.389 -1.920 -5.291
H36 -2.434 -4.069 -4.495
H37 -1.588 -3.954 -6.045
H38 -2.755 -2.716 -5.581

Atomic forces in eV per Å
-0.154 0.570 0.142
-0.027 -0.134 0.075
-0.001 -0.024 0.106
0.012 0.064 -0.177
-0.137 0.016 0.170
0.132 -0.038 -0.031
-0.003 0.046 -0.200
-0.030 0.009 0.055
0.075 -0.092 0.167
-0.037 -0.259 -0.218
-0.003 0.003 -0.018
-0.006 -0.010 0.024
0.029 -0.012 0.003
0.014 0.004 -0.043
-0.035 -0.005 0.110
-0.015 0.010 -0.020
-0.041 0.032 -0.075
-0.023 0.028 0.051
0.200 -0.176 -0.133
0.101 -0.123 -0.324
-0.117 -0.077 -0.099
0.103 -0.070 -0.002
-0.094 0.158 0.027
0.124 -0.073 0.150
-0.048 0.012 0.037
-0.006 0.042 -0.022
0.044 -0.005 -0.061
0.008 0.019 0.075
-0.039 0.036 -0.025
-0.058 -0.011 0.151
0.013 0.035 -0.075
-0.009 -0.043 0.058
0.072 -0.002 0.037
-0.076 0.055 -0.105
-0.024 -0.134 0.113
-0.040 -0.002 -0.039
-0.014 0.065 -0.056
0.005 0.012 0.051
-0.007 0.008 0.005
0.000 -0.003 0.017
-0.008 -0.004 0.011
-0.003 0.003 0.018
0.013 -0.014 -0.002
0.001 -0.002 -0.002
0.033 -0.049 -0.025
0.021 0.017 -0.031
0.006 0.012 0.000
-0.007 0.006 -0.009
0.002 -0.012 -0.008
0.010 -0.018 -0.015
-0.035 -0.010 -0.019
0.022 0.035 -0.008
-0.008 0.013 -0.024
-0.014 0.003 -0.014
-0.009 0.001 0.003
0.012 -0.003 -0.005
-0.008 -0.027 0.013
-0.016 -0.002 0.009
-0.040 0.028 0.016
-0.003 0.021 -0.012
0.001 0.008 -0.001
-0.016 0.011 -0.006
-0.033 0.095 0.031
-0.012 -0.100 -0.073
0.113 -0.155 0.224
-0.169 0.075 -0.381
0.157 0.208 0.246
0.069 -0.014 0.140
0.009 -0.101 -0.087
0.026 0.009 0.077
-0.007 -0.040 -0.004
0.009 -0.013 -0.016
0.033 -0.007 -0.026
0.006 0.024 -0.019
-0.003 -0.004 -0.006
-0.030 0.111 -0.006
0.020 0.038 0.059
0.014 -0.002 0.008
-0.027 -0.056 0.074
-0.023 0.001 -0.003
0.025 -0.011 -0.026
-0.024 -0.004 -0.001

=====

One molecule with the formula C4H6N2O, computed with the ωB97M-V functional and the def2-TZVPD basis.

- ΔE to the lowest compared entry with this formula, charge and spin: 3.167 eV
- Electronic energy: -9270.33521 eV
- Charge: 0
- HOMO-LUMO gap: 0.3537 Ha

Atoms and positions in Å:
C1 2.047 -0.319 0.160
C2 0.605 -0.061 -0.115
N1 -0.100 -0.561 -1.049
C3 -1.427 0.006 -0.833
C4 -1.365 1.099 0.219
O1 -2.164 -0.802 0.134
N2 -0.127 0.866 0.676
H1 2.432 -1.020 -0.580
H2 2.186 -0.741 1.161
H3 2.622 0.613 0.108
H4 -1.981 0.090 -1.771
H5 -3.004 -0.337 0.290
H6 0.228 1.258 1.536

Atomic forces in eV per Å
-0.012 -0.050 -0.036
-0.004 -0.188 -0.256
-0.013 -0.072 0.608
-0.497 -0.080 0.232
0.728 0.363 0.015
-0.224 -0.701 -0.629
-0.210 0.483 -0.031
-0.050 0.081 0.112
-0.062 0.053 -0.133
-0.126 -0.123 0.014
0.140 0.306 0.256
0.304 -0.165 -0.010
0.025 0.093 -0.142